No. 1
This record from the Open Molecules 2025 dataset describes a molecular structure, C42H50Cl3N7O2RbS2Sb at a distorted geometry. The level of theory is ωB97M-V/def2-TZVPD.

Structure (ORCA input):
```
! wB97M-V def2-TZVPD RIJCOSX def2/J DEFGRID3
* xyz -2 1
Rb 4.744 13.173 13.887
C 4.004 11.408 7.771
S 2.586 11.139 8.829
C 3.127 11.914 10.391
S 4.515 12.899 10.368
N 2.206 11.592 11.299
N 2.425 12.137 12.561
C 1.550 11.704 13.401
C 1.576 12.027 14.826
C 0.905 11.192 15.765
C 0.892 11.553 17.067
C 1.641 12.660 17.482
C 2.219 13.443 16.467
N 2.241 13.107 15.224
H 4.316 12.542 7.604
H 3.748 11.068 6.789
H 4.827 10.847 8.161
H 0.742 11.160 12.931
H 0.488 10.243 15.409
H 0.219 11.100 17.824
H 1.531 12.945 18.497
H 2.738 14.303 16.829
C 3.523 9.188 17.842
C 3.569 8.831 16.456
C 2.635 7.937 15.952
C 2.434 7.553 14.600
C 3.355 8.094 13.669
C 4.256 9.083 14.142
C 5.071 9.785 13.013
C 4.348 9.446 15.483
N 5.198 10.553 15.753
C 5.940 10.644 16.869
O 6.369 9.821 17.674
C 6.474 12.098 17.132
C 7.008 12.336 18.409
C 7.663 13.546 18.678
C 7.660 14.504 17.687
C 6.950 14.221 16.509
N 6.332 13.050 16.240
C 6.807 15.237 15.350
O 5.618 15.560 15.022
N 7.813 15.712 14.721
C 9.147 15.254 15.065
C 9.675 13.998 14.689
C 8.875 13.005 13.853
C 10.992 13.759 15.041
C 11.808 14.635 15.771
C 11.229 15.883 16.180
C 9.897 16.130 15.821
C 9.268 17.481 16.019
H 2.741 8.661 18.328
H 3.431 10.225 17.926
H 4.467 8.966 18.347
H 1.959 7.482 16.699
H 1.670 6.774 14.371
H 3.366 7.818 12.616
H 5.581 9.034 12.437
H 5.822 10.512 13.519
H 4.343 10.324 12.348
H 6.937 11.469 19.027
H 8.013 13.658 19.668
H 8.075 15.456 17.933
H 9.619 12.232 13.618
H 8.399 13.471 12.997
H 8.103 12.485 14.500
H 11.595 12.937 14.569
H 12.866 14.359 15.969
H 11.811 16.595 16.717
H 10.056 18.109 16.571
H 8.229 17.572 16.298
H 9.324 18.043 15.092
C 5.912 18.471 13.891
C 6.574 18.088 12.501
C 6.809 19.305 11.602
Sb 5.570 16.307 11.837
C 3.630 17.188 11.247
C 3.037 16.332 10.141
C 3.578 18.683 11.033
C 6.231 16.049 9.847
C 7.582 15.374 9.829
C 6.335 17.286 8.967
H 6.549 18.996 14.569
H 5.652 17.548 14.433
H 5.069 19.126 13.759
H 7.542 17.655 12.780
H 5.934 19.418 10.963
H 7.702 19.245 10.944
H 6.883 20.211 12.198
H 2.961 17.036 12.099
H 3.608 16.499 9.240
H 1.991 16.523 9.929
H 3.199 15.280 10.340
H 4.055 18.960 10.074
H 4.055 19.278 11.890
H 2.562 19.096 11.017
H 5.463 15.469 9.370
H 8.378 16.113 10.113
H 7.754 14.798 8.842
H 7.730 14.592 10.558
H 7.144 17.980 9.237
H 5.340 17.714 8.813
H 6.656 17.014 7.930
Cl 4.197 17.195 19.724
C 4.760 18.140 18.329
Cl 6.346 18.835 18.652
Cl 4.953 16.995 16.963
C 3.758 19.281 18.034
N 3.005 20.051 17.571
*
```

Computed properties:
ΔE to the lowest compared entry with this formula, charge and spin	1.078	eV
HOMO	-2.49	eV
E_LUMO	3.56	eV
Kohn-Sham gap	6.05	eV
E_tot	-4605.45539	hartree

No. 2
This record from the Open Molecules 2025 dataset describes a molecular structure, C42H51N4O3S5SiV at a distorted geometry. The level of theory is ωB97M-V/def2-TZVPD.

Structure (ORCA input):
```
! wB97M-V def2-TZVPD RIJCOSX def2/J DEFGRID3
* xyz -1 4
V 0.564 -0.590 -0.158
O -2.472 -0.431 3.047
C -1.670 -0.935 4.000
C -2.253 -1.413 5.172
C -1.474 -1.931 6.186
C -0.091 -1.961 6.064
C 0.499 -1.506 4.904
C -0.272 -1.006 3.853
C 0.355 -0.656 2.570
O -0.335 -0.124 1.623
N 1.624 -0.974 2.440
N 2.072 -0.828 1.176
C 3.343 -0.945 0.984
S 4.553 -1.081 2.287
C 5.628 0.076 1.342
C 5.711 -0.439 -0.075
S 4.051 -1.066 -0.608
H -1.896 -0.178 2.280
H -3.329 -1.380 5.259
H -1.946 -2.320 7.078
H 0.517 -2.355 6.866
H 1.569 -1.533 4.770
H 6.602 0.102 1.826
H 5.170 1.067 1.382
H 6.400 -1.279 -0.146
H 5.999 0.335 -0.784
C -3.827 4.882 1.439
C -2.561 4.330 2.071
S -2.053 2.726 1.331
C -0.415 3.151 0.668
C -0.488 4.069 -0.536
S -1.225 3.215 -1.983
C -2.613 4.332 -2.395
C -3.735 4.324 -1.372
S -3.568 5.703 -0.172
H -4.264 5.650 2.079
H -4.554 4.086 1.291
H -2.750 4.124 3.126
H -1.739 5.039 1.984
H 0.008 2.177 0.393
H 0.178 3.596 1.473
H 0.510 4.399 -0.834
H -1.102 4.946 -0.334
H -2.968 3.962 -3.357
H -2.211 5.334 -2.537
H -3.735 3.392 -0.812
H -4.699 4.462 -1.863
C 1.312 -2.025 -1.226
C 1.742 -3.123 -1.537
C 2.174 -4.421 -1.891
C 1.397 -5.218 -2.738
C 1.767 -6.520 -3.009
C 2.919 -7.052 -2.449
C 3.704 -6.265 -1.619
C 3.342 -4.962 -1.343
H 0.495 -4.800 -3.165
H 1.148 -7.130 -3.655
H 3.202 -8.076 -2.656
H 4.602 -6.678 -1.176
H 3.946 -4.345 -0.693
C 3.673 3.881 1.598
C 3.569 4.171 0.102
N 4.647 3.575 -0.653
C 5.962 4.190 -0.544
C 6.964 3.370 0.268
C 4.494 2.654 -1.649
O 5.461 2.315 -2.317
C 3.149 2.091 -1.941
C 2.746 2.052 -3.286
C 1.539 1.424 -3.579
C 0.827 0.805 -2.577
N 1.249 0.750 -1.288
C 2.368 1.449 -0.994
H 2.876 4.395 2.132
H 4.628 4.225 1.986
H 3.583 2.816 1.794
H 3.590 5.258 -0.057
H 2.620 3.793 -0.283
H 5.847 5.186 -0.108
H 6.360 4.296 -1.559
H 6.652 3.266 1.304
H 7.933 3.865 0.243
H 7.066 2.378 -0.164
H 3.364 2.488 -4.055
H 1.173 1.393 -4.595
H -0.091 0.275 -2.792
H 2.684 1.422 0.043
C -2.189 -1.455 -2.641
Si -1.624 -1.582 -0.776
C -1.604 -3.476 -0.350
C -3.318 -1.023 -0.013
C -3.734 0.293 -0.184
C -4.945 0.741 0.308
C -5.786 -0.123 0.985
C -5.402 -1.440 1.153
C -4.185 -1.877 0.662
H -3.133 -1.972 -2.794
H -1.455 -1.879 -3.319
H -2.348 -0.416 -2.925
H -2.479 -3.997 -0.734
H -1.571 -3.620 0.729
H -0.721 -3.953 -0.765
H -3.084 0.971 -0.720
H -5.250 1.770 0.160
H -6.733 0.229 1.374
H -6.061 -2.130 1.665
H -3.904 -2.910 0.800
*
```

Computed properties:
ΔE to the lowest compared entry with this formula, charge and spin	2.282	eV
HOMO (spin up / spin down)	-3.14 / -4.07	eV
E_LUMO (spin up / spin down)	2.05 / 2.04	eV
Kohn-Sham gap (spin up / spin down)	5.19 / 6.11	eV
<S²>	3.81
E_tot	-5300.24125	hartree

No. 3
This record from the Open Molecules 2025 dataset describes a molecular structure, C42H52BrFN9O3Rb at a distorted geometry. The level of theory is ωB97M-V/def2-TZVPD.

Structure (ORCA input):
```
! wB97M-V def2-TZVPD RIJCOSX def2/J DEFGRID3
* xyz 0 1
Rb -1.089 1.604 -0.617
C -3.591 -4.793 -4.789
C -3.609 -4.541 -3.292
N -2.629 -3.547 -2.880
C -3.039 -2.248 -2.693
C -2.243 -1.210 -2.371
C -2.862 0.184 -2.178
O -2.385 1.066 -2.912
O -3.687 0.276 -1.255
C -0.833 -1.445 -2.174
O 0.004 -0.606 -1.842
C -0.395 -2.847 -2.377
C 0.961 -3.131 -2.180
C 1.393 -4.415 -2.322
F 2.711 -4.733 -2.177
C 0.510 -5.453 -2.639
C -0.823 -5.179 -2.857
C -1.302 -3.860 -2.723
N 0.989 -6.804 -2.742
C 1.689 -7.101 -3.971
C 1.779 -8.604 -4.142
N 2.470 -9.182 -2.928
C 1.757 -8.806 -1.647
C 1.701 -7.296 -1.581
H -4.335 -5.542 -5.061
H -2.616 -5.144 -5.125
H -3.818 -3.877 -5.334
H -3.445 -5.462 -2.726
H -4.584 -4.171 -2.974
H -4.107 -2.096 -2.789
H 1.624 -2.319 -1.915
H -1.482 -6.000 -3.093
H 2.701 -6.661 -3.999
H 1.137 -6.690 -4.816
H 2.358 -8.904 -5.014
H 0.792 -9.064 -4.168
H 3.423 -8.812 -2.886
H 2.547 -10.195 -3.014
H 2.318 -9.253 -0.828
H 0.766 -9.251 -1.715
H 2.723 -6.894 -1.499
H 1.169 -7.000 -0.676
C 1.939 0.066 0.723
N 2.527 1.070 1.588
C 2.962 0.578 2.879
C 2.372 2.398 1.327
N 1.406 2.813 0.568
C 1.615 3.943 -0.225
C 2.791 4.030 -0.945
C 3.067 5.097 -1.811
C 2.146 6.081 -1.982
C 0.902 6.026 -1.301
C -0.031 7.064 -1.548
C -1.251 7.045 -0.948
C -1.576 6.008 -0.066
C -0.693 4.993 0.247
N -1.121 3.960 1.079
C -1.853 4.214 2.122
N -2.789 3.322 2.551
C -3.301 2.282 1.674
C -2.990 3.045 3.961
N -1.761 5.346 2.924
C -2.953 6.018 3.391
C -0.583 6.175 2.938
C 0.600 4.960 -0.410
N 3.299 3.208 1.974
C 4.705 2.879 1.954
C 3.019 4.600 2.219
H 2.650 -0.758 0.611
H 1.745 0.490 -0.259
H 0.987 -0.291 1.131
H 2.221 -0.126 3.264
H 3.049 1.401 3.584
H 3.930 0.069 2.809
H 3.512 3.229 -0.836
H 4.009 5.120 -2.346
H 2.328 6.913 -2.650
H 0.244 7.850 -2.239
H -1.980 7.819 -1.154
H -2.563 5.981 0.379
H -3.240 2.605 0.637
H -4.356 2.115 1.901
H -2.737 1.352 1.804
H -2.394 3.724 4.566
H -2.679 2.019 4.177
H -4.044 3.155 4.235
H -3.829 5.401 3.214
H -3.083 6.970 2.859
H -2.891 6.236 4.462
H 0.278 5.590 2.636
H -0.417 6.543 3.955
H -0.666 7.034 2.261
H 4.849 1.866 1.590
H 5.145 2.954 2.954
H 5.244 3.568 1.290
H 1.945 4.742 2.265
H 3.421 5.256 1.438
H 3.453 4.889 3.181
Br -0.957 -2.321 6.535
C -0.998 -1.474 4.825
C -1.569 -2.125 3.742
C -1.579 -1.485 2.507
C -1.042 -0.208 2.233
C -0.495 0.371 3.397
C -0.458 -0.209 4.663
H -2.002 -3.110 3.871
H -2.058 -2.043 1.699
H -0.048 1.367 3.332
H -0.019 0.304 5.511
*
```

Computed properties:
ΔE to the lowest compared entry with this formula, charge and spin	0.738	eV
HOMO	-5.00	eV
E_LUMO	-1.85	eV
Kohn-Sham gap	3.15	eV
E_tot	-5048.00866	hartree

No. 4
This record from the Open Molecules 2025 dataset describes a molecular structure, C42H52I2NS4Sb2TeZr at a distorted geometry. The level of theory is ωB97M-V/def2-TZVPD.

Structure (ORCA input):
```
! wB97M-V def2-TZVPD RIJCOSX def2/J DEFGRID3
* xyz 1 1
Zr -0.807 0.979 -0.010
S 0.163 0.323 -2.265
S -0.718 1.572 -3.644
S -1.884 2.692 -2.387
S -0.505 3.640 -1.205
I -0.058 0.865 3.573
C -0.521 2.934 3.661
I -0.716 3.549 1.606
H 0.312 3.449 4.123
H -1.457 3.069 4.191
C 3.174 -1.552 -0.636
C 4.242 -0.641 -0.052
C 4.111 0.832 -0.431
Sb 2.284 1.937 -0.009
C 3.250 3.199 1.429
C 4.288 4.050 1.037
C 5.012 4.763 1.985
C 4.724 4.626 3.338
C 3.711 3.766 3.742
C 2.980 3.059 2.789
C 2.640 3.198 -1.697
C 2.825 2.631 -2.952
C 3.010 3.440 -4.069
C 3.022 4.823 -3.935
C 2.843 5.395 -2.682
C 2.644 4.585 -1.572
Sb 1.151 -1.569 0.140
C 1.668 -2.140 2.125
C 1.174 -3.276 2.772
C 1.543 -3.557 4.083
C 2.405 -2.706 4.765
C 2.882 -1.560 4.142
C 2.506 -1.273 2.832
C 0.918 -3.401 -0.936
C 0.873 -3.299 -2.328
C 0.923 -4.449 -3.109
C 1.001 -5.703 -2.509
C 1.027 -5.805 -1.127
C 0.990 -4.659 -0.341
H 3.441 -2.598 -0.488
H 3.058 -1.391 -1.711
H 5.208 -0.993 -0.437
H 4.307 -0.769 1.029
H 4.254 0.960 -1.504
H 4.872 1.427 0.077
H 4.542 4.157 -0.010
H 5.810 5.426 1.664
H 5.296 5.180 4.073
H 3.494 3.636 4.798
H 2.212 2.377 3.122
H 2.816 1.557 -3.081
H 3.142 2.987 -5.045
H 3.170 5.453 -4.804
H 2.850 6.474 -2.568
H 2.478 5.048 -0.606
H 0.489 -3.946 2.268
H 1.152 -4.443 4.573
H 2.699 -2.933 5.784
H 3.542 -0.879 4.673
H 2.874 -0.363 2.378
H 0.809 -2.334 -2.816
H 0.899 -4.361 -4.189
H 1.035 -6.597 -3.120
H 1.091 -6.779 -0.653
H 1.052 -4.765 0.733
C -5.644 1.908 -0.309
Te -3.757 2.726 0.229
C -4.373 3.324 2.171
H -6.104 1.472 0.576
H -5.503 1.136 -1.066
H -6.252 2.715 -0.704
H -3.992 4.322 2.362
H -4.019 2.622 2.924
H -5.464 3.343 2.162
C -2.411 -4.501 -2.795
C -2.672 -3.028 -2.581
C -3.399 -2.280 -3.509
C -3.696 -0.945 -3.275
C -4.492 -0.125 -4.261
C -3.274 -0.373 -2.078
C -2.533 -1.079 -1.148
C -2.221 -2.404 -1.427
N -2.209 -0.471 0.143
C -2.926 -1.149 1.310
C -3.501 -0.089 2.257
C -1.973 -2.071 2.066
C -4.144 -1.967 0.862
H -2.901 -4.862 -3.701
H -2.788 -5.086 -1.952
H -1.341 -4.705 -2.880
H -3.756 -2.758 -4.418
H -4.754 -0.709 -5.143
H -3.921 0.748 -4.590
H -5.421 0.239 -3.813
H -3.559 0.638 -1.862
H -1.648 -2.984 -0.719
H -2.821 0.731 2.443
H -3.744 -0.550 3.220
H -4.415 0.331 1.841
H -1.159 -1.518 2.532
H -1.540 -2.823 1.403
H -2.513 -2.599 2.859
H -4.760 -1.401 0.157
H -4.748 -2.185 1.748
H -3.876 -2.915 0.394
*
```

Computed properties:
ΔE to the lowest compared entry with this formula, charge and spin	0.188	eV
HOMO	-9.87	eV
E_LUMO	-3.53	eV
Kohn-Sham gap	6.33	eV
E_tot	-4669.86630	hartree